Computed, not measured: a 13-piece molecular cluster, C29H76INO17 overall, with the ωB97M-V functional and the def2-TZVPD basis.

```
124
Properties=species:S:1:pos:R:3:forces:R:3
C 1.919 -1.407 1.565 -0.2380 0.1625 0.1543
C 2.427 -0.304 0.678 0.5518 0.5048 0.0130
O 3.597 0.025 0.707 -0.1811 -0.3015 -0.1287
N 1.550 0.321 -0.254 -0.3192 -0.2779 -0.0566
C 1.435 -0.564 -1.420 0.2926 -0.0946 -0.2231
C 0.261 0.748 0.317 0.2202 0.1831 -0.0656
C -0.717 1.248 -0.741 -0.3566 0.0674 0.2626
C -1.685 0.223 -1.371 0.1566 0.3703 -0.1208
C -3.116 0.217 -0.800 0.1927 -0.3102 -0.2962
C -3.422 -0.795 0.297 -0.0480 0.4653 0.1785
C -2.886 -0.289 1.672 -0.0522 -0.2420 -0.2383
C -3.903 0.159 2.707 0.3533 0.1133 0.4855
C -3.180 0.450 4.024 0.2322 -0.0738 -0.6317
I -4.909 1.966 2.118 -0.2070 -0.0665 0.0005
O -4.888 -0.857 0.362 0.0598 0.2173 -0.0855
C -5.291 -2.076 0.760 -0.4602 -0.1040 0.1893
O -6.442 -2.400 0.821 0.2776 0.0644 0.1388
C -4.047 -2.882 1.050 0.1208 -0.7957 -0.2254
O -4.230 -4.269 0.951 0.0060 -0.0056 -0.2141
C -3.075 -2.292 0.015 0.1229 0.1600 0.4659
C -1.645 -2.763 0.298 -0.0492 0.1293 -0.3485
C -3.500 -2.660 -1.417 0.1785 -0.0577 -0.0400
C -3.365 -4.122 -1.753 -0.5570 -0.4067 -0.2235
O -4.280 -4.795 -2.160 0.3443 0.2712 0.0333
H 1.124 -1.044 2.216 -0.0027 -0.0028 0.0400
H 2.726 -1.786 2.182 0.0612 -0.0614 -0.0381
H 1.492 -2.200 0.949 0.0291 -0.0455 -0.0188
H 2.428 -0.901 -1.706 0.0752 0.0348 -0.0077
H 1.016 -0.048 -2.281 -0.1700 0.0556 0.1024
H 0.850 -1.470 -1.217 -0.1297 0.0083 -0.0119
H 0.481 1.584 0.984 0.0798 -0.0609 0.1014
H -0.202 -0.029 0.931 -0.0943 -0.1698 -0.1073
H -1.331 2.014 -0.260 0.0250 0.0791 -0.0277
H -0.163 1.775 -1.518 0.1147 -0.0412 -0.0037
H -1.780 0.497 -2.423 0.0145 -0.0910 -0.0534
H -1.231 -0.763 -1.367 -0.0638 -0.1086 0.0215
H -3.342 1.216 -0.428 -0.1661 0.0072 0.0503
H -3.812 0.027 -1.618 -0.0581 -0.0370 0.0111
H -2.194 0.537 1.514 0.0257 0.0209 -0.0795
H -2.306 -1.082 2.147 0.0223 0.0248 0.1072
H -4.662 -0.597 2.891 -0.2204 0.1194 -0.2223
H -2.623 -0.445 4.311 -0.1407 -0.0751 0.2772
H -2.443 1.236 3.850 -0.0437 0.1160 0.1713
H -3.869 0.760 4.803 0.0128 -0.0276 0.1111
H -3.701 -2.666 2.062 -0.0396 0.3081 0.0001
H -3.938 -4.663 1.779 -0.0395 0.0362 0.0178
H -1.047 -2.778 -0.614 0.0533 0.0627 0.0036
H -1.138 -2.120 1.013 0.0763 -0.1010 0.1040
H -1.656 -3.786 0.672 -0.0171 -0.0005 0.1119
H -2.832 -2.119 -2.094 0.0201 -0.0318 -0.0860
H -4.519 -2.363 -1.657 -0.0923 0.0120 0.1098
H -2.360 -4.571 -1.670 0.1192 0.0398 0.1272
C -0.978 -1.400 6.928 -0.0570 -0.1544 -0.0422
O -1.589 -2.334 6.034 -0.0008 0.0989 -0.0168
H -0.648 -0.549 6.337 -0.0232 -0.0064 -0.0545
H -1.690 -1.053 7.680 0.0407 0.0429 0.0276
H -0.118 -1.846 7.428 0.0107 0.0870 0.0670
H -1.880 -3.086 6.557 0.0150 -0.0416 0.0011
C 4.401 3.630 1.879 -0.1095 -0.2398 -0.0020
O 3.652 2.577 2.483 0.0460 0.0679 0.0273
H 4.030 4.571 2.278 -0.0109 0.0091 0.0192
H 5.464 3.549 2.101 0.0249 0.0581 -0.0209
H 4.263 3.630 0.793 0.0441 0.0763 -0.0113
H 3.990 1.750 2.126 -0.0855 -0.0582 -0.0602
C -5.112 -3.399 4.932 0.0576 -0.0194 -0.0951
O -4.690 -4.071 3.745 -0.1364 -0.0702 0.1263
H -4.219 -3.006 5.414 0.0239 0.0177 -0.0121
H -5.781 -2.568 4.696 -0.0070 0.0071 0.0262
H -5.618 -4.084 5.616 0.0094 0.0181 0.0244
H -5.478 -4.411 3.308 -0.0179 0.0724 -0.0627
C 5.123 -2.582 -2.156 -0.0283 -0.0016 0.1412
O 4.012 -2.484 -1.263 0.1576 -0.1333 -0.0010
H 4.717 -2.699 -3.158 -0.0154 0.0056 -0.0161
H 5.733 -1.678 -2.130 -0.0190 0.0153 -0.0469
H 5.742 -3.452 -1.922 -0.0104 -0.0192 -0.0358
H 4.361 -2.378 -0.373 -0.0032 0.0795 0.0117
C -8.916 2.338 1.246 0.1282 0.0274 -0.0491
O -8.054 3.406 0.867 -0.0577 -0.0264 0.0158
H -9.503 2.688 2.092 -0.0063 0.0178 0.0138
H -9.597 2.066 0.435 -0.0205 -0.0174 0.0223
H -8.348 1.456 1.551 -0.0268 -0.0145 0.0089
H -7.526 3.105 0.122 0.0417 -0.0040 -0.0067
C 1.362 0.550 -5.346 0.0246 -0.2392 0.0745
O 0.601 -0.568 -4.875 -0.0107 0.1203 0.0531
H 0.899 1.447 -4.942 -0.0271 0.0129 0.0002
H 2.397 0.493 -4.996 -0.0132 0.0573 0.0103
H 1.342 0.601 -6.433 0.0303 0.0971 -0.0259
H 1.002 -1.365 -5.228 -0.0077 -0.0400 0.0008
C 8.154 5.109 0.410 0.0160 -0.0091 0.2931
O 7.189 5.324 1.438 -0.0161 0.0638 -0.1438
H 7.612 4.984 -0.524 -0.0443 -0.0044 0.0016
H 8.829 5.965 0.316 0.0067 -0.0129 -0.0595
H 8.735 4.205 0.600 0.0421 -0.0054 -0.1239
H 7.655 5.430 2.271 0.0179 0.0020 0.0204
C 0.264 1.768 -9.672 -0.0490 -0.0061 0.1013
O 0.070 1.407 -8.303 -0.2185 0.1276 -0.1148
H 1.316 2.010 -9.791 0.0204 0.0047 0.0096
H 0.011 0.941 -10.338 0.0259 0.0075 -0.0198
H -0.332 2.644 -9.942 0.0240 0.0122 -0.0210
H -0.856 1.166 -8.199 0.0355 -0.2528 -0.0496
C 9.303 3.124 -2.534 -0.1086 -0.1616 0.0909
O 9.450 2.430 -1.300 0.0763 0.0826 -0.1235
H 9.700 4.127 -2.400 0.0197 0.0059 0.0525
H 9.856 2.634 -3.339 0.0080 0.0355 -0.0222
H 8.249 3.197 -2.817 0.0174 0.0560 -0.0592
H 9.091 1.547 -1.419 -0.0325 -0.0275 0.0680
C 4.049 1.809 -2.545 0.0807 -0.1281 0.0745
O 4.764 0.670 -2.086 -0.0614 0.1189 -0.1333
H 4.462 2.084 -3.513 0.0068 0.0106 -0.0231
H 2.984 1.592 -2.664 -0.0056 0.0505 0.0034
H 4.162 2.655 -1.861 -0.0317 0.0298 -0.0156
H 4.390 0.430 -1.230 -0.0260 -0.0182 0.2189
C -2.419 4.017 -6.500 0.1273 -0.1045 -0.0055
O -1.251 3.308 -6.110 -0.1763 0.0040 0.0207
H -2.620 4.756 -5.729 -0.0021 0.0147 0.0155
H -2.274 4.538 -7.451 -0.0379 0.0161 0.0037
H -3.286 3.355 -6.581 -0.0269 0.0329 -0.0059
H -1.056 2.649 -6.785 0.2713 0.1266 0.0318
C 0.896 -4.476 8.504 -0.0283 0.0665 0.1347
O 0.299 -3.487 9.337 0.0225 -0.1009 -0.1221
H 0.614 -4.246 7.479 -0.0019 0.0107 -0.0162
H 1.986 -4.456 8.578 0.0056 -0.0186 -0.0348
H 0.538 -5.478 8.750 0.0093 -0.0123 -0.0352
H 0.544 -3.676 10.247 -0.0186 0.0369 0.0408
```
Positions in Å, forces in eV/Å.

2S+1	1
DFT total energy	-75698.39950	eV
Kohn-Sham gap	9.49	eV

Mulliken atomic charge list, values in e, 5 entries: number 1, C, carries -1.208; number 2, C, carries 0.328; number 3, O, carries -0.645; number 4, N, carries 0.782; number 5, C, carries -0.801

---

Computed, not measured: C29H77CsN6O11S as an isolated structure, with the ωB97M-V functional and the def2-TZVPD basis.

```
125
Properties=species:S:1:pos:R:3:forces:R:3
O 2.187 -0.078 -2.536 1.1618 0.6675 -1.2943
H 2.476 0.702 -1.982 0.5142 0.0076 0.1835
H 1.447 -0.588 -1.989 -1.5817 -0.7766 1.0526
H 1.796 0.184 -3.385 0.3764 0.1538 0.2151
Cs -1.771 1.271 -3.133 -0.0829 -0.3623 0.4374
S 0.201 -0.127 -0.154 1.4900 1.0490 3.3394
O 0.352 -1.003 -1.343 0.0661 -0.8782 -1.7996
O -0.079 -0.923 1.027 -1.3000 0.0815 -1.0683
O 1.477 0.567 -0.010 1.4869 0.0327 -0.3439
O -0.754 0.947 -0.369 -2.1112 -0.5667 -1.4536
C -0.107 4.728 -1.351 1.5601 0.6670 -0.6118
C 0.063 4.210 0.085 -1.2876 -0.3527 -2.1163
C 0.248 5.304 1.082 -0.3019 -0.2422 0.9106
O 1.530 5.869 0.947 -0.8027 0.2359 0.1028
C 1.761 6.948 1.830 0.8477 0.4409 -0.9800
N -1.185 3.469 0.256 -0.1282 -0.3570 1.1945
H 0.651 5.450 -1.676 0.0014 0.0843 0.1397
H -1.084 5.185 -1.513 -0.0393 0.0463 0.1703
H 0.010 3.891 -2.048 -0.1984 -0.1090 0.0131
H 0.882 3.489 0.108 0.0494 0.1085 0.2793
H 0.128 4.879 2.086 0.0285 -0.0360 0.0470
H -0.563 6.037 0.969 0.1304 0.2693 -0.1216
H 1.692 6.714 2.894 0.2541 -0.3887 -0.0371
H 1.153 7.847 1.672 -0.5359 -0.3153 -0.3010
H 2.751 7.243 1.477 0.2451 0.2021 0.9190
H -1.981 3.964 -0.124 0.0589 0.1448 -0.0085
H -1.091 2.548 -0.180 -0.0805 0.4993 0.4938
C -0.628 -4.121 -2.107 0.9673 0.6972 -0.8759
C -1.841 -3.519 -2.869 -0.0415 -0.8383 1.2397
C -3.125 -4.240 -2.514 -0.1413 -0.0587 0.3101
O -3.095 -5.580 -2.990 0.3878 0.2915 -0.0048
C -4.374 -6.128 -3.023 -0.9456 -0.0056 0.1617
N -1.934 -2.092 -2.536 0.6397 0.6657 0.4365
H 0.264 -3.683 -2.580 0.1000 -0.5838 -0.5842
H -0.558 -5.206 -2.112 -0.0783 0.0211 -0.0853
H -0.384 -3.713 -1.123 -1.2199 -0.2013 0.4419
H -1.723 -3.641 -3.947 0.2808 0.0756 0.0049
H -3.983 -3.701 -2.934 -0.0402 0.0027 -0.1979
H -3.251 -4.238 -1.425 -0.0073 0.0061 0.0881
H -5.017 -5.550 -3.700 -0.0149 -0.1541 -0.1785
H -4.890 -6.105 -2.053 0.2445 0.1078 0.1957
H -4.365 -7.175 -3.322 0.3619 0.1049 -0.2137
H -2.277 -1.968 -1.578 -0.8804 -0.6540 -0.1334
H -0.979 -1.905 -2.216 0.0664 0.5015 -0.8313
C 1.846 -3.700 3.788 1.0091 -0.1204 0.0954
C 2.431 -3.011 2.559 -0.5233 0.1813 0.5310
C 2.001 -3.769 1.284 0.3645 -0.4447 0.9274
O 2.613 -5.056 1.289 0.0162 0.3018 -0.6690
C 2.137 -5.823 0.204 1.6089 -0.7050 -0.0224
N 1.968 -1.617 2.553 -0.3207 -0.8053 -0.6686
H 0.764 -3.738 3.661 -0.0432 -0.0852 0.3937
H 2.162 -3.162 4.683 -0.5046 0.3858 -0.0482
H 2.279 -4.688 3.962 -0.3541 -0.2409 -0.4625
H 3.512 -2.882 2.673 0.1168 -0.8130 -0.3448
H 2.211 -3.189 0.377 0.2388 -0.1092 -0.1065
H 0.925 -3.988 1.298 -0.2368 0.6209 0.1206
H 1.087 -6.098 0.311 -0.1369 0.2193 -0.2690
H 2.758 -6.723 0.156 -0.3471 -0.2889 0.5502
H 2.435 -5.399 -0.762 -0.8019 0.6397 -0.0665
H 0.986 -1.630 2.231 0.8531 0.3165 0.5574
H 2.460 -1.253 1.741 -0.2254 0.7559 0.0612
C -5.103 1.122 2.763 -0.5044 0.5104 1.5178
C -4.187 2.044 1.983 -0.4312 -1.3049 0.1410
C -4.286 3.480 2.494 0.2657 0.1233 -0.4162
O -5.620 3.950 2.304 0.1013 -0.0520 0.3322
C -5.696 5.365 2.278 0.0774 -0.5995 -0.6763
N -2.827 1.505 2.051 0.3087 1.2021 -0.5007
H -5.006 0.051 2.599 -0.2441 0.1104 -0.8381
H -6.119 1.523 2.721 -0.1893 -0.5748 -0.4087
H -4.899 1.159 3.841 0.4333 0.3781 -0.0135
H -4.601 2.081 0.964 0.1395 0.0511 -0.2423
H -3.610 4.112 1.907 0.1355 -0.0022 -0.0901
H -3.959 3.576 3.533 -0.1683 -0.1542 0.1764
H -6.734 5.649 2.111 -0.0767 -0.0870 0.3354
H -5.156 5.707 1.388 0.2642 0.3192 0.1606
H -5.291 5.819 3.183 -0.0269 0.0881 0.0360
H -2.698 0.621 1.569 -0.5796 -0.2450 0.2346
H -2.262 2.117 1.464 0.4620 0.1433 0.5204
C -4.432 -1.559 0.252 0.2705 0.5953 -1.0718
C -3.699 -2.334 1.342 -0.2034 -0.9666 0.0276
C -4.382 -3.670 1.766 1.1147 1.0302 0.5259
O -5.524 -3.452 2.546 -1.0213 0.3174 -0.5429
C -6.268 -4.623 2.752 0.1308 -0.9225 0.2139
N -2.402 -2.747 0.796 0.4919 0.4834 -0.3452
H -3.889 -0.639 -0.053 0.0203 -0.2150 0.6307
H -5.455 -1.231 0.432 -0.0119 -0.2564 0.4737
H -4.420 -2.098 -0.700 -0.2038 -0.4941 0.2113
H -3.538 -1.672 2.196 -0.3488 -0.1874 0.3252
H -3.661 -4.190 2.411 0.1794 -0.1346 -0.1020
H -4.489 -4.289 0.869 -0.6087 0.0110 -0.0501
H -5.647 -5.371 3.260 0.0616 -0.1115 -0.0279
H -6.642 -5.086 1.832 0.1980 0.1877 -0.2699
H -7.147 -4.493 3.383 0.1657 0.6969 0.0649
H -1.920 -3.466 1.324 -0.4933 -0.2204 0.2275
H -1.760 -1.969 0.914 0.1855 0.1811 -0.3228
C 4.755 -0.770 -0.558 -0.2871 0.4931 1.1935
C 5.275 0.611 -1.014 0.5661 -0.9232 -0.3533
C 5.656 0.316 -2.471 -0.1290 1.2726 -1.1908
C 5.805 1.580 -3.363 0.2841 -1.0231 -0.1722
C 4.697 2.601 -3.174 0.6093 -0.1575 -0.2358
C 4.357 2.903 -1.713 0.0654 0.3754 -0.6876
N 4.225 1.642 -0.984 -0.7974 -1.2174 -0.8844
O 3.724 1.803 0.326 0.5081 0.2501 -0.4529
C 5.395 3.883 -1.137 0.1710 -0.1103 0.3612
C 2.990 3.611 -1.754 0.7341 0.4615 -0.1197
C 6.543 0.984 -0.206 -0.5679 0.1203 -0.2847
H 5.607 -1.449 -0.547 -0.1045 -0.1331 -0.1496
H 3.949 -1.184 -1.164 0.1738 0.1373 -0.2410
H 4.361 -0.741 0.460 0.1320 0.0902 0.1242
H 6.613 -0.204 -2.533 -0.0863 -0.2203 0.2964
H 4.914 -0.323 -2.952 -0.1272 -0.1006 0.2627
H 5.743 1.264 -4.409 0.2223 -0.1357 -0.0093
H 6.843 1.892 -3.236 -0.2380 0.8473 0.1179
H 3.826 2.284 -3.761 -0.2635 -0.4315 0.4532
H 4.938 3.526 -3.705 0.2648 0.1790 0.3466
H 5.333 4.846 -1.646 -0.2647 0.0894 0.1925
H 5.227 3.979 -0.063 -0.1866 0.3033 -0.0451
H 6.441 3.587 -1.223 -0.1208 -0.3377 -0.2988
H 2.919 4.203 -2.671 0.2675 0.1865 0.0266
H 2.150 2.920 -1.840 0.0110 -0.0807 0.6722
H 2.974 4.316 -0.924 -0.8470 -0.2737 0.1736
H 7.183 0.119 -0.036 -0.0368 -0.0451 -0.1192
H 6.271 1.394 0.766 -0.0103 0.0966 -0.0377
H 7.090 1.721 -0.792 0.2480 0.0291 0.2810
H 2.917 1.259 0.232 -0.2979 0.2642 0.8286
```
Positions in Å, forces in eV/Å.

2S+1	1
DFT total energy	-74163.72344	eV
relative energy (zero: lowest compared OMol25 entry of this formula, charge and spin)	2.826	eV
Kohn-Sham gap	6.86	eV

Mulliken atomic charge list, values in e, 5 entries: number 1, O, carries -0.198; number 2, H, carries 0.112; number 3, H, carries 0.347; number 4, H, carries 0.354; number 5, Cs, carries 1.076

---

Question: The lowest DFT total energy belongs to which entry?
Answer: C29H76INO17

---

Question: Which formula does entry 2 have?
Answer: C29H77CsN6O11S

---

Question: Among the records above, which one has the highest DFT total energy?
Answer: C29H77CsN6O11S

---

Question: Among the records above, which one has the highest DFT total energy?
Answer: C29H77CsN6O11S